This record from the OMol25 dataset describes a cluster of 16 separate species, C41H111N3O16 in total in a non-equilibrium geometry. The level of theory is wB97M-V/def2-TZVPD.

```
171
Properties=species:S:1:pos:R:3:forces:R:3
C -1.29266 -10.84338 3.98204 0.17 0.38 0.46
C -1.18736 -10.36028 5.43340 -0.54 -0.70 -0.36
O -0.95186 -8.97772 5.57570 0.26 -0.14 -0.38
H -2.03559 -10.24188 3.45825 -0.02 -0.19 -0.14
H -1.55330 -11.90176 3.98150 -0.19 0.03 -0.10
H -0.33020 -10.75788 3.47762 0.04 0.12 -0.12
H -0.38404 -10.92460 5.90703 -0.07 -0.16 0.37
H -2.14129 -10.56434 5.91968 0.14 -0.05 0.24
H -0.10755 -8.88178 5.12900 0.20 0.72 0.04
C -8.41893 3.82641 -1.52612 1.75 -0.91 -0.76
C -9.07959 2.70337 -0.72607 -0.47 0.95 -2.24
O -9.58896 3.28408 0.41709 -0.49 -0.49 1.52
H -9.02567 4.64406 -1.91522 -0.46 -0.41 0.29
H -7.88635 3.35995 -2.35491 -0.21 0.02 -0.56
H -7.57083 4.28287 -1.01577 -0.13 0.11 0.61
H -8.49895 1.78772 -0.61411 0.73 0.29 0.54
H -9.88355 2.32370 -1.35664 -0.58 0.20 0.26
H -8.81818 3.47047 0.95816 -0.13 0.22 0.34
C 9.03697 3.69074 5.97625 1.29 -1.26 -1.43
C 10.06197 4.79245 5.46820 -2.77 -0.68 1.47
O 9.54074 5.92341 6.17990 1.01 0.47 0.12
H 8.01744 3.80765 5.60881 0.10 0.61 0.26
H 9.05978 3.39266 7.02445 0.02 1.26 0.35
H 9.30250 2.70212 5.60178 0.31 -0.12 -0.78
H 9.95179 5.05106 4.41508 0.12 -0.71 -0.24
H 11.09371 4.53857 5.71142 0.00 0.07 0.14
H 10.18664 6.62648 6.07942 -0.09 0.36 0.11
C 7.54434 -5.68431 1.12309 0.40 -0.99 0.72
C 7.66399 -6.99556 1.98513 0.69 1.99 -0.31
O 6.68180 -7.89350 1.70497 -1.90 -1.79 -0.57
H 6.66060 -5.14477 1.46370 0.10 0.14 -0.25
H 7.48247 -5.90813 0.05811 -0.26 -0.18 0.00
H 8.44997 -5.08699 1.22862 -0.09 0.22 0.28
H 7.44974 -6.76521 3.02876 0.62 0.36 0.10
H 8.65491 -7.43698 1.87888 0.23 0.05 0.13
H 6.84745 -8.43298 0.92836 0.20 0.21 -0.09
C 9.85147 2.14731 -1.59230 0.61 0.46 -0.04
C 10.21441 0.69576 -1.91812 -0.20 0.64 0.61
O 9.06712 0.21160 -2.58077 -0.19 -0.74 -0.31
H 9.30722 2.22077 -0.65076 -0.17 -0.22 -0.10
H 9.23426 2.57622 -2.38171 -0.06 -0.22 -0.04
H 10.68795 2.83805 -1.48613 0.33 -0.27 0.00
H 10.40635 0.16929 -0.98320 -0.23 -0.22 0.25
H 11.10675 0.47847 -2.50517 0.13 0.74 -0.35
H 9.31364 -0.61863 -2.99495 -0.24 -0.17 -0.04
C -3.26183 0.70546 10.76703 -0.12 -0.05 0.81
C -4.55643 1.44311 10.52874 0.76 -1.62 -1.01
O -4.28887 2.25222 9.36208 -1.02 0.07 1.05
H -2.53372 1.41327 11.16319 0.42 -0.39 -0.21
H -2.96376 0.18510 9.85682 0.26 0.55 -0.16
H -3.42064 -0.12245 11.45800 0.06 0.22 0.46
H -4.98565 1.93403 11.40216 0.36 0.58 -0.11
H -5.22636 0.61639 10.29250 -0.71 0.28 -0.38
H -5.15376 2.61324 9.15418 0.03 0.37 -0.47
C -6.68118 -7.92967 5.68656 -2.04 -0.19 0.52
C -6.93547 -7.75283 7.22402 0.75 -0.37 -1.42
O -6.53361 -6.49052 7.56481 0.85 2.27 1.06
H -5.70921 -7.61909 5.30329 0.46 -0.78 0.66
H -7.31110 -7.28133 5.07750 -0.51 0.28 0.41
H -7.04670 -8.92624 5.43893 0.78 -0.28 -0.44
H -6.34771 -8.48969 7.77144 -0.04 -0.39 0.05
H -7.94949 -7.76657 7.62363 -0.31 -0.67 -0.82
H -5.58224 -6.42048 7.45712 0.07 0.12 -0.01
O -0.14394 3.96886 7.97123 0.25 -0.11 0.03
H -1.04112 3.76911 8.23841 -0.28 -0.14 0.13
H -0.22743 4.73558 7.40431 0.03 0.20 -0.14
O 2.08003 -2.96807 9.32485 -0.11 -0.19 0.13
H 2.15402 -2.08551 9.68794 0.01 0.26 0.12
H 2.61658 -2.94734 8.53244 0.10 -0.05 -0.26
O 3.46617 1.54790 9.61160 0.04 -0.22 0.18
H 2.70277 2.03066 9.29475 -0.28 0.15 -0.07
H 4.17647 1.81126 9.02651 0.19 0.06 -0.12
O 5.52471 1.76090 -5.74446 -0.21 0.11 -0.08
H 6.31368 1.62355 -6.26875 0.19 -0.01 -0.15
H 5.69282 1.28794 -4.92943 0.03 -0.10 0.25
O 7.81770 -2.81194 6.42976 -0.22 -0.05 -0.12
H 7.97526 -2.58600 7.34647 -0.01 0.03 0.26
H 8.65837 -2.66124 5.99755 0.19 0.02 -0.16
O 3.51953 -3.44824 4.84850 -0.08 -0.20 0.05
H 4.37700 -3.18924 5.18594 0.30 0.01 0.10
H 3.16110 -2.64810 4.46439 -0.20 0.21 -0.12
C -2.21037 -8.76903 -6.56495 -0.31 -0.09 -1.00
C -2.88410 -7.56408 -7.22078 -0.77 1.23 -1.14
C -2.43676 -6.33434 -6.30108 -1.48 -0.33 -1.93
C -2.85393 -5.01276 -6.97257 0.76 -0.92 0.65
C -2.20782 -4.90804 -8.35791 -1.18 0.60 0.89
C -2.53229 -6.05046 -9.31646 2.04 -0.07 -0.37
N -2.37945 -7.30154 -8.60623 0.86 0.79 2.61
O -2.24617 -8.43271 -9.38731 -0.17 -0.52 -0.35
C -3.88328 -5.85174 -9.96300 -0.51 -0.13 0.33
C -1.39423 -6.03976 -10.41502 -1.45 0.52 -0.34
C -4.47264 -7.74576 -7.29932 1.28 -0.26 1.49
H -2.66227 -8.80012 -5.57352 0.37 -0.53 0.07
H -1.12449 -8.67867 -6.53632 0.02 0.47 0.35
H -2.34540 -9.68419 -7.14144 -0.57 -0.13 0.25
H -2.95386 -6.39874 -5.34371 0.38 -0.30 0.21
H -1.35061 -6.41156 -6.25192 -0.03 0.12 0.42
H -2.50422 -4.19774 -6.33888 0.05 0.22 -0.09
H -3.94145 -4.94035 -6.96013 -0.08 0.00 -0.36
H -1.13756 -4.77197 -8.20256 0.04 -0.05 -0.25
H -2.67271 -4.00229 -8.74727 0.60 0.22 -0.54
H -4.65758 -6.05380 -9.22292 -0.07 -0.42 -0.19
H -4.10270 -4.81653 -10.22437 0.44 -0.01 -0.58
H -3.93108 -6.54408 -10.80352 -0.54 0.19 -0.08
H -0.36745 -6.10869 -10.05575 -0.20 -0.08 0.32
H -1.58635 -6.79209 -11.18000 0.10 -0.26 0.21
H -1.51782 -5.10382 -10.95987 0.25 0.28 0.05
H -4.70114 -8.28853 -6.38210 -0.51 -0.08 0.07
H -4.83513 -8.34671 -8.13333 0.41 0.08 -0.11
H -5.02457 -6.80704 -7.25154 0.17 0.02 -0.14
H -1.29478 -8.54762 -9.33022 0.11 -0.56 -0.40
C -2.24635 0.30542 2.01640 -1.07 0.45 -0.68
C -1.10847 -0.61194 1.69338 0.70 -1.53 0.01
C -0.89109 -0.80395 0.18293 -1.02 0.47 -1.05
C 0.02641 0.15953 -0.49442 1.70 1.09 -0.11
C 1.35786 0.37939 0.21242 -0.89 1.19 0.87
C 1.09326 0.79481 1.69827 0.24 -0.26 1.50
N 0.19973 -0.21631 2.27381 -0.08 -1.25 -0.28
O 0.10015 -0.15744 3.66895 0.47 -0.16 0.05
C 2.44550 0.73608 2.43767 0.07 0.38 0.65
C 0.52461 2.27797 2.01518 0.48 -0.69 -1.81
C -1.47771 -2.01231 2.27281 0.67 -0.10 0.44
H -3.15544 -0.17932 1.66046 -0.11 0.01 -0.22
H -2.16547 1.23953 1.46054 -0.05 0.28 0.31
H -2.46909 0.44781 3.07386 0.54 0.23 0.10
H -0.67749 -1.81728 -0.15713 0.28 -0.18 0.68
H -1.79090 -0.54312 -0.37422 -0.80 -0.51 0.48
H -0.42356 1.15060 -0.55283 -0.33 0.10 -0.03
H 0.23528 -0.12320 -1.52619 -0.24 -0.19 -0.09
H 1.86830 1.24895 -0.20159 0.18 -0.09 -0.37
H 2.01719 -0.48439 0.12714 -0.03 -0.04 0.42
H 2.32021 1.10549 3.45549 -0.02 0.25 -0.03
H 2.96221 -0.21001 2.59894 -0.44 -0.43 -0.67
H 3.13587 1.40259 1.92071 0.07 0.10 0.01
H 1.21550 2.97265 2.49286 0.22 -0.44 0.23
H 0.36314 2.71998 1.03199 -0.48 0.28 -0.03
H -0.41675 2.28451 2.56465 0.07 -0.16 -0.07
H -2.38140 -2.51183 1.92365 -0.19 0.59 -0.61
H -1.61327 -1.96335 3.35324 0.27 0.09 0.05
H -0.66184 -2.69889 2.04684 0.11 0.00 0.21
H -0.35425 0.65375 3.90789 -0.29 0.53 0.07
C -0.74110 10.02285 -1.97227 0.61 0.00 0.12
C -1.39095 10.20130 -3.38347 0.62 -2.65 2.10
C -2.75208 10.85502 -3.16399 -0.23 0.29 -0.91
C -3.35024 11.36082 -4.48993 -2.16 -1.94 2.13
C -2.47175 12.24177 -5.20400 1.21 0.97 -0.36
C -1.01526 11.67047 -5.39888 -1.21 1.04 -0.46
N -0.49629 11.04349 -4.14728 -0.61 0.95 -0.72
O 0.83318 10.53867 -4.26512 -0.71 0.84 0.21
C -1.09729 10.73318 -6.66056 1.32 0.26 1.18
C -0.16686 12.94129 -5.72326 0.49 -1.66 -0.90
C -1.56111 8.72443 -4.02138 0.19 1.09 -0.57
H -1.26734 9.34689 -1.29830 -0.55 0.12 -0.22
H -0.58232 10.97530 -1.46656 -0.47 0.25 -0.10
H 0.27258 9.62222 -1.96529 0.04 -0.21 -0.68
H -3.42075 10.17084 -2.64159 0.07 -0.33 -0.22
H -2.69758 11.70567 -2.48463 0.49 0.19 -0.03
H -4.28327 11.86737 -4.24303 -0.13 0.25 0.04
H -3.71247 10.56173 -5.13674 0.31 -0.50 0.05
H -2.47522 13.21057 -4.70447 0.53 0.09 0.21
H -3.02638 12.43099 -6.12308 0.88 0.14 -0.70
H -1.84578 9.94124 -6.63420 -0.63 0.68 -0.07
H -1.11297 11.43048 -7.49819 -0.35 -0.62 -0.32
H -0.19589 10.12183 -6.70332 0.48 0.29 -0.30
H -0.48463 13.34366 -6.68513 -0.22 0.07 -0.01
H -0.15298 13.76447 -5.00892 -0.09 -0.52 0.32
H 0.81922 12.51624 -5.91060 0.46 0.61 0.21
H -2.31275 8.79293 -4.80781 0.24 -0.08 -0.29
H -1.82096 7.81164 -3.48530 -0.27 0.63 1.05
H -0.59501 8.43016 -4.43141 0.01 0.12 -0.46
H 0.82726 9.70290 -4.73740 -0.32 -0.38 -0.34
```
Forces are in eV/Å.

HOMO energy ... -7.8189 eV
Molar mass ... 902.344 g/mol
2S+1 ... 1
Gap between HOMO and LUMO ... 0.294 Ha
E_tot ... -81537.1112 eV